a.
Density functional theory data (wB97M-V/def2-TZVPD) for an isolated molecule of C4H3FN2O.

Bonds (Å) are listed after each position.
Cartesian coordinates (Å):
1 C 1.06 -0.08 -0.03  C2 1.291, C3 1.444, F11 1.346
2 C 1.77 1.00 -0.02  C1 1.291, H5 1.108, H6 1.075
3 C -0.38 -0.16 -0.08  C1 1.444, C4 1.346, N9 1.386
4 C -1.28 -1.16 -0.07  C3 1.346, H7 1.117, O10 1.333
5 H 2.88 0.91 -0.02  C2 1.108
6 H 1.44 2.02 -0.09  C2 1.075
7 H -1.11 -2.27 -0.06  C4 1.117
8 N -2.39 0.72 0.15  N9 1.279, O10 1.427
9 N -1.14 0.99 0.06  C3 1.386, N8 1.279
10 O -2.52 -0.69 0.00  C4 1.333, N8 1.427
11 F 1.66 -1.27 0.15  C1 1.346

Calculated values
- Net charge: 0
- Gap between HOMO and LUMO: 10.217 eV
- Lowest unoccupied orbital energy: 0.53 eV
- SMILES: C=C(F)c1conn1

=====

b.
Density functional theory data (wB97M-V/def2-TZVPD) for an isolated molecule of C4H3FN2O.

Bonds (Å) are listed after each position.
Cartesian coordinates (Å):
1 C 0.27 -1.30 1.42  C3 1.441, N5 1.139
2 C 0.35 1.26 -1.42  C4 1.418, N6 1.126
3 C 0.68 -0.64 0.20  C1 1.441, C4 1.677, H9 1.125, H10 1.098
4 C -0.32 0.58 -0.37  C2 1.418, C3 1.677, O7 1.439, F8 1.395
5 N -0.11 -1.97 2.25  C1 1.139
6 N 1.03 1.88 -2.06  C2 1.126
7 O -1.67 0.18 -0.67  C4 1.439, H11 0.978
8 F -0.50 1.47 0.69  C4 1.395
9 H 0.87 -1.38 -0.63  C3 1.125
10 H 1.62 -0.13 0.46  C3 1.098
11 H -2.22 0.05 0.12  O7 0.978

Calculated values
- Net charge: 0
- Gap between HOMO and LUMO: 12.402 eV
- Lowest unoccupied orbital energy: 0.35 eV
- SMILES: N#CC[C@@](O)(F)C#N

=====

c.
Density functional theory data (wB97M-V/def2-TZVPD) for an isolated molecule of C4H3FN2O.

Bonds (Å) are listed after each position.
Cartesian coordinates (Å):
1 C 0.41 0.84 0.32  C2 1.346, C4 1.568, F11 1.395
2 C 0.36 0.04 1.40  C1 1.346, H5 1.069, O10 1.434
3 C -0.91 -1.64 0.35  H6 1.060, N8 1.312, O10 1.337
4 C -0.09 0.08 -0.95  C1 1.568, N8 1.404, N9 1.267
5 H 0.87 0.33 2.29  C2 1.069
6 H -1.46 -2.54 0.54  C3 1.060
7 H 0.27 0.16 -3.06  N9 1.146
8 N -0.74 -1.16 -0.85  C3 1.312, C4 1.404
9 N 0.31 0.64 -2.02  C4 1.267, H7 1.146
10 O -0.34 -1.21 1.48  C2 1.434, C3 1.337
11 F 0.82 2.17 0.20  C1 1.395

Calculated values
- Net charge: 0
- Gap between HOMO and LUMO: 9.946 eV
- Lowest unoccupied orbital energy: 0.50 eV
- SMILES: [H]/N=c1\ncocc1F

=====

What is the least stable structure shown above? It is a.